DFT (ωB97M-V/def2-TZVPD) results for C3H7NO2 in the gas phase.

The max |F| is 5.64 eV/Å. The calculation puts the HOMO energy at -9.25 eV. Its spin multiplicity is 1. As for the HOMO-LUMO gap: 9.404 eV. As for the LUMO energy: 0.0056 Ha. The calculation puts the energy above the lowest of the compared OMol25 structures with the same formula, charge and spin at 439.3 kJ/mol. For the total energy, the calculation gives -8805.9761 eV. The SMILES is CCN(O)C=O.

XYZ file:
```
13
Properties=species:S:1:pos:R:3:forces:R:3:lowdin_charge:R:1
O 2.048371 -0.771538 0.035308 -2.34 -0.51 1.38 0.0692
O -0.702107 -0.578044 -1.585461 0.55 -1.09 -0.10 -0.0021
N -0.400282 -0.864386 -0.237788 1.67 -0.71 2.37 -0.2151
C -0.514826 0.174454 0.733489 1.37 -0.04 1.84 -0.2597
C -0.184847 1.577023 0.290513 -0.13 0.43 -0.31 -0.0856
C 0.973348 -1.357076 -0.030031 1.58 -0.02 -5.42 -0.2425
H 0.380858 -0.218828 1.447230 -2.60 1.50 -0.61 0.1563
H 0.840430 1.653501 -0.080567 -0.12 -0.06 0.13 0.0759
H -1.478255 0.077267 1.238776 0.08 0.32 0.09 0.1109
H 0.989874 -2.351755 -0.505412 0.21 -0.68 0.88 0.1265
H -0.777255 -1.507384 -1.898245 -0.36 0.97 -0.30 0.1166
H -0.849911 1.885555 -0.521774 0.02 -0.02 0.09 0.0742
H -0.325399 2.281211 1.113963 0.07 -0.09 -0.04 0.0755
```
Positions in Å, forces in eV/Å.